# 1
Molecular formula: C23H21Cl2N3O7Pd
Method: DFT, ωB97M-V/def2-TZVPD

LUMO = -0.006 Eh
net charge = 0
E_HOMO = -8.3 eV
Kohn-Sham gap = 8.17 eV

Each line ends with the natural charge from an NBO analysis.
Positions of all 57 atoms, in Å:
Pd -0.753 1.391 1.927  1.017
O -2.474 4.174 -2.776  -0.671
C -1.483 3.353 -3.083  0.782
O -1.045 3.251 -4.200  -0.581
C -0.907 2.542 -1.973  -0.249
C 0.116 1.626 -2.138  0.053
N 0.400 1.107 -0.937  -0.291
N -0.412 1.607 -0.010  -0.252
C -1.220 2.472 -0.607  0.054
C -2.211 3.158 0.291  0.782
O -2.981 3.991 -0.166  -0.633
O -2.124 2.818 1.535  -0.722
H -2.718 4.143 -1.814  0.512
H 0.655 1.343 -3.025  0.258
H 1.092 0.400 -0.702  0.457
Cl -1.483 -1.789 -2.236  0.020
C -0.442 -2.965 -2.973  -0.073
C -0.830 -3.559 -4.161  -0.215
C 0.013 -4.473 -4.771  -0.201
C 1.227 -4.797 -4.190  -0.226
C 1.587 -4.212 -2.988  -0.063
Cl 3.090 -4.664 -2.254  0.024
C 0.770 -3.276 -2.348  0.170
N 1.134 -2.700 -1.125  -0.666
C 2.181 -1.777 -1.050  0.141
C 2.811 -1.278 -2.196  -0.271
C 3.819 -0.330 -2.098  -0.196
C 4.210 0.149 -0.856  -0.249
C 3.590 -0.345 0.282  -0.207
C 2.588 -1.307 0.211  0.003
C 1.913 -1.793 1.475  -0.547
C 0.598 -1.033 1.560  0.788
O 0.670 0.052 2.268  -0.716
O -0.378 -1.393 0.912  -0.693
H -1.778 -3.287 -4.602  0.233
H -0.278 -4.935 -5.704  0.224
H 1.894 -5.513 -4.648  0.233
H 0.360 -2.468 -0.503  0.448
H 2.497 -1.634 -3.168  0.225
H 4.292 0.040 -2.998  0.220
H 4.990 0.893 -0.774  0.220
H 3.886 0.018 1.258  0.218
H 2.536 -1.571 2.337  0.234
H 1.715 -2.864 1.417  0.241
C -2.427 2.665 5.538  -0.432
C -3.456 1.843 4.763  -0.437
C -2.599 0.739 4.180  -0.066
O -1.303 1.364 3.920  -0.536
C -1.245 2.661 4.587  -0.074
H -2.170 2.173 6.478  0.209
H -2.763 3.676 5.755  0.233
H -3.891 2.440 3.961  0.228
H -4.256 1.452 5.389  0.229
H -2.970 0.327 3.244  0.212
H -2.422 -0.071 4.890  0.189
H -1.344 3.437 3.827  0.206
H -0.271 2.724 5.068  0.204

# 2
Molecular formula: C23H21Cl2N4O9S2W
Method: DFT, ωB97M-V/def2-TZVPD

LUMO (spin up / spin down) = -0.068 / -0.118 Eh
net charge = 0
multiplicity = 2
E_HOMO (spin up / spin down) = -8.0 / -7.9 eV
Kohn-Sham gap (spin up / spin down) = 6.11 / 4.72 eV

Each line ends with the natural charge from an NBO analysis.
Positions of all 62 atoms, in Å:
W -0.889 -0.828 0.688  2.088
C 2.019 -3.124 3.592  0.224
O 1.988 -2.094 4.533  -0.503
C 1.499 -0.851 4.243  0.249
C 1.675 0.064 5.282  -0.221
C 1.325 1.392 5.166  -0.206
C 0.836 1.860 3.959  -0.199
C 0.654 0.963 2.926  -0.085
C 0.183 1.411 1.566  -0.232
N -1.216 1.136 1.396  -0.216
N -1.745 2.039 0.507  -0.306
C -2.044 1.498 -0.631  0.608
O -1.766 0.221 -0.798  -0.648
C -2.580 2.331 -1.708  -0.164
C -2.673 1.846 -3.012  -0.118
C -3.083 2.684 -4.033  -0.238
C -3.434 3.996 -3.762  -0.173
C -3.364 4.475 -2.461  -0.210
C -2.932 3.656 -1.437  -0.156
C 0.900 -0.417 3.049  0.301
O 0.580 -1.185 1.976  -0.703
H 2.829 -3.791 3.934  0.158
H 2.243 -2.773 2.580  0.184
H 0.520 -4.002 4.428  0.490
H 2.117 -0.313 6.190  0.228
H 1.463 2.064 5.996  0.220
H 0.582 2.899 3.815  0.218
H 0.398 2.478 1.391  0.262
H -2.422 0.818 -3.219  0.255
H -3.132 2.306 -5.042  0.223
H -3.760 4.645 -4.562  0.219
H -3.642 5.497 -2.251  0.219
H -2.859 4.009 -0.421  0.236
O -2.964 -2.761 -1.953  -0.512
C -2.107 -2.493 -1.159  0.701
O -2.275 -1.952 0.029  -0.657
C -0.570 -2.725 -1.347  0.691
O -0.048 -3.626 -1.956  -0.548
O 0.077 -1.924 -0.497  -0.716
C 3.383 -0.728 -2.771  -0.416
N 1.963 -0.954 -2.601  -0.585
C 0.945 -0.165 -2.932  0.353
S -0.611 -0.845 -3.043  -0.252
N 1.044 1.134 -3.251  -0.602
C 2.128 2.062 -2.998  -0.421
H 3.872 -1.698 -2.824  0.222
H 3.808 -0.166 -1.937  0.206
H 3.575 -0.198 -3.703  0.200
H 1.687 -1.879 -2.294  0.437
H 0.161 1.535 -3.538  0.421
H 2.871 2.044 -3.798  0.195
H 2.614 1.839 -2.048  0.213
H 1.711 3.066 -2.941  0.216
Cl -2.216 -4.783 0.435  0.044
C -1.141 -4.007 1.581  -0.573
Cl -2.118 -1.199 2.707  -0.291
C 0.129 -4.044 1.271  0.743
O 0.811 -3.810 3.528  -0.723
O 1.213 -4.089 0.858  -0.447
H -1.567 -3.753 2.538  0.289
S 2.478 0.686 0.301  0.079
C 0.872 0.523 0.466  -0.270

# 3
Molecular formula: C23H21N9RuS2
Method: DFT, ωB97M-V/def2-TZVPD

LUMO (spin up / spin down) = -0.156 / -0.155 Eh
net charge = +1
multiplicity = 2
E_HOMO (spin up / spin down) = -8.8 / -8.8 eV
Kohn-Sham gap (spin up / spin down) = 4.58 / 4.54 eV

Each line ends with the natural charge from an NBO analysis.
Positions of all 56 atoms, in Å:
Ru 0.342 -0.109 -0.274  0.632
C 2.976 -0.449 3.078  -0.681
C 1.856 -0.571 2.094  0.188
N 2.019 -0.199 0.808  -0.097
N 3.182 0.215 0.353  -0.443
C 3.231 0.730 -0.834  0.344
N 4.395 1.032 -1.440  -0.760
S 1.758 1.109 -1.739  -0.151
C 0.573 -1.034 2.418  0.155
C 0.190 -1.508 3.700  -0.218
C -1.093 -1.914 3.919  -0.148
C -2.014 -1.906 2.849  -0.241
C -1.583 -1.483 1.613  0.076
N -0.356 -1.025 1.390  -0.373
H 3.168 -1.392 3.586  0.238
H 2.737 0.291 3.842  0.230
H 3.876 -0.145 2.553  0.268
H 5.255 0.996 -0.924  0.409
H 4.360 1.533 -2.310  0.416
H 0.921 -1.534 4.489  0.234
H -1.412 -2.249 4.891  0.234
H -3.033 -2.230 2.988  0.236
H -2.246 -1.504 0.752  0.217
S 1.126 -3.679 -2.933  0.449
C 2.027 -3.887 -1.488  -0.377
C 1.817 -2.899 -0.573  -0.306
C 0.909 -1.913 -1.027  -0.043
C 0.452 -2.215 -2.299  -0.324
C -0.498 -1.363 -2.956  0.234
C -1.078 -1.633 -4.208  -0.272
C -2.057 -0.753 -4.702  -0.165
C -2.423 0.336 -3.984  -0.222
C -1.763 0.657 -2.690  -0.055
N -0.795 -0.294 -2.240  -0.449
H 2.673 -4.737 -1.398  0.240
H 2.303 -2.888 0.389  0.219
H -0.795 -2.521 -4.748  0.228
H -2.526 -0.958 -5.653  0.229
H -3.183 1.022 -4.326  0.208
H -1.269 1.645 -2.765  0.218
N -0.976 3.567 1.966  -0.482
C 0.230 3.558 2.606  -0.054
C 0.936 2.510 2.086  -0.065
N 0.189 1.874 1.149  -0.423
C -0.970 2.525 1.097  0.267
C -1.961 2.095 0.173  0.335
N -1.858 0.891 -0.335  -0.411
C -2.760 0.805 -1.458  -0.143
C -3.529 2.073 -1.388  0.052
N -2.973 2.815 -0.399  -0.490
H -1.737 4.200 2.150  0.430
H 0.483 4.279 3.353  0.237
H 1.928 2.194 2.329  0.232
H -3.377 -0.103 -1.430  0.263
H -4.390 2.386 -1.936  0.236
H -3.256 3.754 -0.162  0.437

# 4
Molecular formula: C23H22BrFMoN3O5SbSe4
Method: DFT, ωB97M-V/def2-TZVPD

LUMO (spin up / spin down) = -0.079 / -0.079 Eh
net charge = 0
E_HOMO (spin up / spin down) = -5.3 / -5.5 eV
Kohn-Sham gap (spin up / spin down) = 3.13 / 3.35 eV

Each line ends with the natural charge from an NBO analysis.
Positions of all 61 atoms, in Å:
Mo -3.479 1.003 1.320  0.905
C 2.214 -4.046 -0.129  -0.619
C 1.998 -3.423 1.250  -0.210
N 1.044 -2.337 1.209  -0.329
C -0.283 -2.626 1.401  0.156
C -1.259 -1.675 1.369  -0.276
C -2.729 -2.044 1.499  0.771
O -3.064 -3.208 1.401  -0.640
O -3.535 -1.058 1.681  -0.748
C -0.874 -0.331 1.133  0.557
O -1.795 0.606 1.065  -0.576
C 0.485 -0.011 0.886  -0.140
C 0.862 1.317 0.641  -0.194
C 2.165 1.590 0.302  0.410
F 2.550 2.867 0.088  -0.317
C 3.085 0.564 0.118  0.065
C 2.729 -0.753 0.439  -0.222
C 1.445 -1.058 0.859  0.183
N 4.370 0.769 -0.463  -0.463
C 4.415 1.731 -1.542  -0.244
C 5.649 1.439 -2.389  -0.234
N 6.852 1.536 -1.515  -0.493
C 6.753 0.618 -0.347  -0.234
C 5.485 0.962 0.433  -0.235
H 2.889 -4.894 -0.050  0.224
H 2.638 -3.323 -0.823  0.205
H 1.268 -4.395 -0.535  0.227
H 2.941 -3.049 1.657  0.206
H 1.616 -4.183 1.936  0.226
H -0.534 -3.659 1.577  0.248
H 0.142 2.122 0.709  0.313
H 3.488 -1.504 0.301  0.215
H 4.462 2.773 -1.189  0.204
H 3.517 1.621 -2.152  0.258
H 5.730 2.163 -3.201  0.239
H 5.599 0.431 -2.803  0.231
H 6.906 2.499 -1.159  0.435
H 7.701 1.343 -2.055  0.441
H 7.645 0.716 0.271  0.236
H 6.680 -0.401 -0.727  0.231
H 5.543 1.997 0.812  0.193
H 5.383 0.296 1.289  0.251
Se 0.173 4.451 2.365  -0.810
Sb -2.233 4.290 2.459  0.974
Se -3.297 3.000 0.182  -0.364
Se -3.162 1.885 3.426  -0.177
Se -3.575 6.179 3.061  -0.683
Br -8.096 -2.438 0.499  0.104
C -7.457 -1.165 -0.741  -0.030
C -7.753 -1.352 -2.086  -0.247
C -7.337 -0.427 -3.027  -0.185
C -6.611 0.688 -2.634  -0.242
C -6.282 0.851 -1.302  -0.110
C -6.695 -0.068 -0.336  -0.232
C -6.310 0.154 1.095  0.793
O -6.911 -0.279 2.044  -0.526
O -5.228 0.890 1.226  -0.614
H -8.317 -2.226 -2.379  0.227
H -7.585 -0.575 -4.068  0.214
H -6.297 1.428 -3.354  0.217
H -5.725 1.731 -0.999  0.234

Total energy readings, ordered: -2628.3709, -3568.9942, -2272.8585, -14018.1589 Eh